Entry 1:
Density functional theory data (ωB97M-V/def2-TZVPD) for a cluster of 2 separate species, C4H12NPS2 in total at a distorted geometry.

Geometry (Å):
C1 -1.9874 -1.3610 1.4121
C2 0.6134 1.4178 -1.8056
C3 3.1681 -0.7389 0.3465
C4 -2.1347 0.1382 0.9862
N1 0.0025 0.7007 -0.7192
P1 -1.6368 0.3505 -0.8316
S1 -2.6134 1.8191 -1.6521
S2 1.5795 -1.4585 0.8738
H1 -2.5886 -1.9491 0.6733
H2 -0.8693 -1.3778 1.2676
H3 -2.2804 -1.4899 2.3756
H4 1.5162 1.0101 -2.1668
H5 -0.0812 1.1418 -2.5633
H6 0.7192 2.4627 -1.5660
H7 3.1316 0.2898 0.0349
H8 3.5590 -1.2943 -0.4161
H9 3.8730 -0.8689 1.2079
H10 -1.3761 0.7440 1.6120
H11 -3.1404 0.5171 1.2655
H12 0.5458 -0.0535 -0.3346

ΔE to the lowest compared entry with this formula, charge and spin ... 420.5 kJ/mol
Maximum force ... 5.04 eV/Å
Kohn-Sham gap (spin up / spin down) ... 7.528 / 4.753 eV
E ... -1351.979616 Eh
Net charge ... 0
HOMO energy (spin up / spin down) ... -8.60 / -7.43 eV
Lowest unoccupied orbital energy (spin up / spin down) ... -0.03939 / -0.09846 Ha
2S+1 ... 1

=====

Entry 2:
Density functional theory data (ωB97M-V/def2-TZVPD) for a cluster of 2 separate species, C4H12NS in total.

Geometry (Å):
C1 0.0851 -1.3117 0.6967
N1 -1.1102 -1.5467 -0.1082
C2 -1.0452 -0.8211 -1.3742
C3 -1.2968 -2.9599 -0.3566
H1 0.2923 -0.2215 0.7708
H2 0.9912 -1.7513 0.2467
H3 -0.0950 -1.7070 1.7017
H4 -1.9928 -0.9179 -1.9085
H5 -0.8848 0.2316 -1.1382
H6 -0.2016 -1.1761 -1.9931
H7 -2.2110 -3.1239 -0.9338
H8 -1.4050 -3.4777 0.6033
H9 -0.4493 -3.4139 -0.9058
C4 1.6845 2.8574 1.2474
S1 0.7631 2.0212 -0.0927
H10 1.9087 3.8859 0.9683
H11 1.1005 2.8957 2.1743
H12 2.6202 2.3312 1.4523

ΔE to the lowest compared entry with this formula, charge and spin ... 83.8 kJ/mol
Maximum force ... 0.71 eV/Å
Kohn-Sham gap ... 6.061 eV
E ... -612.539006 Eh
Net charge ... -1
HOMO energy ... -2.28 eV
Lowest unoccupied orbital energy ... 0.13914 Ha
2S+1 ... 1

=====

Entry 3:
Density functional theory data (ωB97M-V/def2-TZVPD) for a cluster of 3 separate species, C4H12NS in total at a distorted geometry.

Geometry (Å):
C1 1.1401 2.2325 -1.7516
C2 0.6346 0.8187 -1.7975
C3 0.6210 0.0164 -2.8412
C4 -0.4554 -0.2997 1.2080
S1 -0.9741 1.2437 1.2998
N1 -0.0315 -4.1793 2.0521
H1 1.9675 2.3636 -1.0665
H2 0.3634 2.9508 -1.4734
H3 1.4791 2.5511 -2.7315
H4 0.3783 0.4366 -0.8098
H5 0.5865 -1.0582 -2.7334
H6 0.8025 0.3900 -3.8368
H7 -1.3162 -0.9677 1.2977
H8 0.2329 -0.4531 2.0393
H9 -2.2589 1.0568 0.9254
H10 0.7979 -4.6367 2.3815
H11 -0.8429 -4.7755 2.1035
H12 -0.1547 -3.2074 2.2416

ΔE to the lowest compared entry with this formula, charge and spin ... 487.4 kJ/mol
Maximum force ... 4.53 eV/Å
Kohn-Sham gap ... 4.538 eV
E ... -612.119059 Eh
Net charge ... +1
HOMO energy ... -12.59 eV
Lowest unoccupied orbital energy ... -0.29590 Ha
2S+1 ... 1

=====

Entry 4:
Density functional theory data (ωB97M-V/def2-TZVPD) for a cluster of 3 separate species, C4H12NS in total at a distorted geometry.

Geometry (Å):
C1 -2.7318 -0.8996 -1.1719
C2 -1.7601 -0.2131 -0.2515
C3 -2.2096 0.5302 0.8379
C4 1.0260 1.5873 0.5501
S1 1.8930 1.4357 -0.9548
N1 3.1144 -1.7262 0.6765
H1 -2.1416 -1.2242 -2.0557
H2 -3.5729 -0.2760 -1.4530
H3 -3.1314 -1.7619 -0.6673
H4 -0.6226 -0.3439 -0.3719
H5 -1.5260 1.1704 1.3737
H6 -3.3182 0.7091 0.9749
H7 0.3638 2.4329 0.4663
H8 1.9899 1.5866 1.1648
H9 3.0136 1.5533 -0.2429
H10 2.6810 -2.0855 -0.1742
H11 2.8022 -0.7413 0.8015
H12 4.1302 -1.7337 0.4978

ΔE to the lowest compared entry with this formula, charge and spin ... 593.0 kJ/mol
Maximum force ... 6.59 eV/Å
Kohn-Sham gap ... 4.330 eV
E ... -612.078829 Eh
Net charge ... +1
HOMO energy ... -12.81 eV
Lowest unoccupied orbital energy ... -0.31172 Ha
2S+1 ... 1

=====

Entry 5:
Density functional theory data (ωB97M-V/def2-TZVPD) for a structure of composition C4H12NS at a distorted geometry.

Geometry (Å):
C1 -1.3763 -0.0364 -0.8470
C2 0.0649 0.4794 -0.5984
C3 0.4945 0.5274 0.8560
S1 0.6724 -1.1589 1.5255
C4 2.4715 -1.3253 1.2967
N1 -2.5986 0.8867 -1.0504
H1 -1.6049 -0.9280 -0.2367
H2 -1.2701 -0.5210 -1.8185
H3 0.6785 -0.1891 -1.1926
H4 0.1499 1.4804 -1.0410
H5 1.4378 1.0564 0.9694
H6 -0.1549 1.0822 1.5405
H7 2.6388 -2.4008 1.2891
H8 2.7872 -0.8829 0.3598
H9 2.9681 -0.9533 2.1847
H10 -3.0544 0.5114 -1.8769
H11 -2.1486 0.6320 0.0239
H12 -2.1556 1.7398 -1.3842

ΔE to the lowest compared entry with this formula, charge and spin ... 382.6 kJ/mol
Maximum force ... 5.32 eV/Å
Kohn-Sham gap ... 7.586 eV
E ... -612.158977 Eh
Net charge ... +1
HOMO energy ... -12.23 eV
Lowest unoccupied orbital energy ... -0.17053 Ha
2S+1 ... 1

=====

Entry 6:
Density functional theory data (ωB97M-V/def2-TZVPD) for the ion C4H12NS with charge +1 at a distorted geometry.

Geometry (Å):
C1 0.8964 1.3755 0.4887
C2 0.5933 0.8471 -0.9055
C3 0.2106 -0.6490 -0.9030
S1 -0.8682 -1.1185 0.5064
C4 -2.5319 -1.2453 -0.2121
N1 1.5738 0.3698 1.3851
H1 -0.0373 1.6231 0.9909
H2 1.5270 2.2593 0.5452
H3 -0.2152 1.4118 -1.3566
H4 1.4971 0.9242 -1.5138
H5 -0.3925 -0.9489 -1.7652
H6 1.0359 -1.3553 -1.0058
H7 -2.7085 -0.3275 -0.7682
H8 -2.5746 -2.0749 -0.9146
H9 -3.2602 -1.3929 0.5763
H10 2.3232 -0.2144 0.9847
H11 0.9483 -0.3857 1.7031
H12 1.9828 0.9017 2.1644

ΔE to the lowest compared entry with this formula, charge and spin ... 46.3 kJ/mol
Maximum force ... 1.35 eV/Å
Kohn-Sham gap ... 9.160 eV
E ... -612.287051 Eh
Net charge ... +1
HOMO energy ... -12.68 eV
Lowest unoccupied orbital energy ... -0.12921 Ha
2S+1 ... 1